(1)
Below is a 13-piece molecular cluster, C67H194Br4N30O11P10 overall at a distorted geometry, with properties calculated with wB97M-V/def2-TZVPD.

Geometry as XYZ:
```
316
Properties=species:S:1:pos:R:3:mulliken_charge:R:1
Br -5.99 -1.18 -1.70 -0.213
C -4.11 -1.17 -1.10 0.694
C -3.86 -2.22 -0.04 0.814
Br -4.36 -4.02 -0.59 -0.176
H -3.88 -0.12 -0.69 -0.470
H -3.44 -1.36 -1.91 -0.014
H -4.36 -2.13 0.95 0.279
H -2.76 -2.26 0.16 -0.894
Br -1.94 6.14 3.91 -0.113
C -1.73 4.81 5.22 1.039
C -0.76 5.17 6.37 -0.349
Br -1.41 6.54 7.50 -0.134
H -1.38 3.92 4.81 -1.323
H -2.73 4.57 5.63 0.454
H 0.26 5.44 6.13 0.122
H -0.69 4.32 6.97 0.261
O -1.95 -2.43 -8.36 -0.991
P -1.71 -1.52 -7.24 0.375
N -1.55 -2.20 -5.74 1.125
C -2.24 -3.44 -5.55 -0.887
C -0.74 -1.59 -4.70 -0.362
N -3.08 -0.59 -7.12 0.442
C -3.87 -0.28 -8.29 -1.070
C -3.71 0.01 -5.93 -0.903
N -0.42 -0.40 -7.39 0.588
C -0.55 0.67 -8.34 -1.037
C 0.94 -0.93 -7.37 0.551
H -3.20 -3.25 -5.00 0.212
H -1.61 -4.06 -4.89 0.024
H -2.39 -3.93 -6.50 0.379
H 0.10 -2.23 -4.43 -0.333
H -1.32 -1.43 -3.78 -0.288
H -0.40 -0.71 -5.15 0.631
H -4.96 -0.32 -8.06 0.300
H -3.70 0.76 -8.60 0.343
H -3.65 -0.94 -9.16 0.271
H -3.21 -0.39 -5.05 -0.037
H -3.89 1.07 -6.09 0.395
H -4.71 -0.46 -5.95 0.339
H 0.34 1.36 -8.19 0.264
H -0.52 0.39 -9.38 0.261
H -1.43 1.24 -8.09 0.321
H 1.30 -1.14 -8.41 0.494
H 1.08 -1.87 -6.77 -1.123
H 1.68 -0.19 -6.92 -0.006
O 5.37 8.38 2.31 -0.933
P 4.69 7.34 3.14 0.271
N 4.93 5.78 2.76 0.604
C 6.34 5.35 2.67 -1.222
C 4.12 5.09 1.73 -0.271
N 3.07 7.59 3.06 0.186
C 2.05 6.89 3.89 -0.452
C 2.44 8.24 1.89 -0.953
N 5.24 7.43 4.79 0.337
C 4.93 6.52 5.80 -0.916
C 6.01 8.61 5.21 -1.053
H 6.36 4.29 3.04 0.151
H 6.95 5.93 3.33 0.514
H 6.68 5.41 1.66 0.392
H 4.56 5.08 0.71 0.301
H 3.20 5.65 1.62 0.203
H 3.98 4.02 2.06 -0.310
H 2.56 6.25 4.61 -0.016
H 1.45 7.69 4.30 0.352
H 1.50 6.23 3.22 0.206
H 2.06 9.24 2.14 0.293
H 3.22 8.32 1.08 0.302
H 1.58 7.62 1.53 0.262
H 5.79 6.14 6.40 0.288
H 4.28 6.98 6.63 0.278
H 4.37 5.71 5.32 0.206
H 6.33 9.22 4.38 0.310
H 6.84 8.28 5.85 0.300
H 5.37 9.26 5.86 0.280
O 1.05 -4.65 -4.78 -0.142
P 1.57 -5.71 -5.74 -0.088
N 1.90 -5.14 -7.29 0.086
C 3.08 -4.25 -7.20 -0.914
C 0.71 -4.50 -7.86 -1.491
N 0.41 -6.84 -5.97 0.740
C 0.36 -7.80 -7.06 -1.434
C -0.50 -7.17 -4.94 -0.857
N 3.01 -6.39 -5.27 0.427
C 3.52 -7.65 -5.87 -1.108
C 3.87 -5.72 -4.26 -0.916
H 4.03 -4.77 -7.12 0.261
H 3.05 -3.48 -6.45 0.176
H 3.14 -3.65 -8.14 0.411
H 0.43 -3.50 -7.49 0.574
H -0.16 -5.15 -7.78 0.303
H 0.85 -4.40 -8.97 0.377
H 0.40 -8.81 -6.63 0.405
H -0.63 -7.78 -7.51 0.366
H 1.18 -7.50 -7.69 0.422
H -0.17 -7.99 -4.34 0.283
H -0.60 -6.31 -4.27 0.051
H -1.50 -7.41 -5.35 0.359
H 4.23 -8.12 -5.18 0.444
H 2.76 -8.43 -5.93 0.261
H 3.98 -7.50 -6.87 0.290
H 3.74 -6.10 -3.25 0.293
H 3.60 -4.65 -4.26 0.087
H 4.87 -5.90 -4.61 0.500
O 3.45 -4.94 -0.33 -1.008
P 2.19 -4.21 -0.38 -0.020
N 2.20 -2.67 -1.09 1.555
C 2.62 -2.65 -2.55 0.154
C 2.94 -1.64 -0.33 0.377
N 1.57 -3.91 1.12 0.579
C 0.02 -3.68 1.40 0.203
C 2.34 -4.24 2.34 -0.855
N 1.05 -4.97 -1.37 1.071
C -0.24 -4.32 -1.83 -0.458
C 1.24 -6.31 -1.61 -0.963
H 2.47 -1.63 -2.95 -0.314
H 2.02 -3.32 -3.16 -0.502
H 3.69 -2.94 -2.68 0.372
H 4.05 -1.59 -0.54 -0.128
H 2.83 -1.77 0.74 -0.072
H 2.48 -0.64 -0.56 -1.239
H -0.60 -4.56 1.36 0.111
H -0.05 -3.06 2.31 0.378
H -0.33 -3.11 0.57 -0.737
H 1.72 -4.13 3.22 0.192
H 2.65 -5.30 2.40 0.262
H 3.21 -3.58 2.51 0.198
H -1.09 -4.80 -1.34 0.426
H -0.30 -3.25 -1.64 -0.490
H -0.33 -4.43 -2.96 -0.174
H 2.28 -6.65 -1.25 0.299
H 1.15 -6.60 -2.68 -0.117
H 0.48 -6.94 -1.15 0.310
O 2.55 1.66 -2.51 -0.423
P 3.02 2.70 -3.52 -0.081
N 2.41 2.37 -5.05 1.006
C 2.69 3.01 -6.30 -1.233
C 1.03 1.83 -5.06 1.209
N 4.65 2.89 -3.85 0.389
C 5.48 1.84 -4.46 -0.867
C 5.45 3.82 -3.05 -0.985
N 2.52 4.22 -3.07 0.586
C 2.00 4.32 -1.71 -0.282
C 2.64 5.36 -4.01 -1.215
H 2.50 2.25 -7.07 0.308
H 3.68 3.41 -6.45 0.325
H 2.00 3.86 -6.36 0.348
H 0.84 1.27 -4.21 -0.996
H 1.01 1.23 -6.00 -0.952
H 0.26 2.58 -5.19 0.188
H 4.88 1.27 -5.17 0.321
H 6.28 2.27 -4.93 0.561
H 5.88 1.03 -3.81 -0.095
H 6.30 3.37 -2.56 0.406
H 5.77 4.65 -3.67 0.319
H 4.80 4.33 -2.27 0.068
H 0.94 4.65 -1.71 0.343
H 1.92 3.31 -1.39 -0.762
H 2.55 4.95 -0.97 0.377
H 1.64 5.51 -4.57 0.191
H 3.41 5.24 -4.72 0.437
H 2.76 6.27 -3.35 0.331
O -7.87 3.00 3.38 -1.030
P -7.31 1.65 3.44 0.294
N -5.66 1.63 3.57 1.014
C -4.74 0.62 3.17 -0.370
C -5.03 2.53 4.60 -1.360
N -7.64 0.78 2.10 0.528
C -7.01 1.26 0.84 1.204
C -8.44 -0.42 2.05 -1.081
N -7.88 0.87 4.83 0.378
C -9.18 1.28 5.37 -0.982
C -7.36 -0.41 5.31 -0.745
H -5.13 -0.43 3.30 0.178
H -3.80 0.71 3.73 -0.029
H -4.53 0.71 2.10 -0.539
H -5.60 3.46 4.57 0.489
H -4.00 2.73 4.31 0.191
H -5.03 2.02 5.56 0.518
H -7.61 2.00 0.25 0.004
H -6.15 1.75 1.05 -1.181
H -6.69 0.39 0.29 -0.048
H -8.62 -0.66 0.97 0.384
H -7.98 -1.26 2.52 0.330
H -9.45 -0.28 2.46 0.273
H -10.02 0.64 4.96 0.226
H -9.12 1.17 6.46 0.302
H -9.41 2.30 5.11 0.297
H -8.12 -1.22 5.01 0.262
H -7.35 -0.38 6.42 0.342
H -6.33 -0.58 4.85 -0.018
O -2.22 -4.46 4.59 -0.087
P -2.70 -5.84 4.91 -0.185
N -3.25 -6.83 3.70 0.188
C -2.22 -7.23 2.70 -1.087
C -4.49 -6.51 3.05 -0.882
N -4.07 -5.77 5.90 0.424
C -4.11 -4.62 6.81 -0.331
C -4.95 -6.80 6.33 -1.156
N -1.43 -6.68 5.54 0.314
C -1.51 -8.08 6.01 -0.979
C -0.11 -6.00 5.51 -0.855
H -1.36 -7.71 3.14 0.224
H -1.84 -6.29 2.12 0.253
H -2.66 -7.99 2.10 0.471
H -5.08 -5.85 3.68 0.398
H -5.13 -7.39 2.83 0.234
H -4.27 -6.00 2.12 0.223
H -5.17 -4.33 6.93 0.402
H -3.66 -4.86 7.79 0.237
H -3.51 -3.89 6.26 -0.350
H -4.74 -6.97 7.42 0.296
H -5.97 -6.47 6.12 0.296
H -4.73 -7.68 5.77 0.410
H -1.08 -8.09 7.02 0.384
H -2.55 -8.41 6.10 0.209
H -1.03 -8.82 5.36 0.307
H 0.20 -5.72 6.46 0.359
H -0.15 -5.12 4.85 0.004
H 0.63 -6.74 5.13 0.336
O 7.32 2.81 0.40 -0.865
P 7.14 1.31 0.42 -0.132
N 5.56 0.85 0.64 1.172
C 5.01 0.93 1.98 -0.035
C 4.63 1.52 -0.28 1.174
N 7.96 0.66 1.75 0.545
C 8.55 1.64 2.74 -0.652
C 8.22 -0.69 1.83 -0.977
N 7.52 0.52 -0.99 0.712
C 6.88 -0.73 -1.36 -0.982
C 8.84 0.87 -1.57 -1.271
H 5.11 1.95 2.43 -0.151
H 5.34 0.17 2.65 0.465
H 3.90 0.75 1.89 -0.488
H 5.10 1.77 -1.23 -0.728
H 4.20 2.52 0.13 -0.320
H 3.87 0.74 -0.56 -0.401
H 9.54 1.93 2.49 0.300
H 7.98 2.57 2.69 -0.004
H 8.58 1.17 3.76 0.304
H 9.27 -0.94 1.82 0.407
H 7.84 -1.21 2.72 0.321
H 7.81 -1.17 0.96 0.164
H 7.51 -1.21 -2.06 0.631
H 6.69 -1.45 -0.54 0.154
H 5.92 -0.50 -1.82 0.014
H 9.60 0.21 -1.09 0.323
H 9.01 1.93 -1.35 0.337
H 8.83 0.64 -2.63 0.388
O -3.87 2.09 0.05 0.205
P -4.22 3.39 -0.55 -0.001
N -5.47 4.20 0.31 0.995
C -5.22 4.15 1.77 -1.074
C -6.40 5.11 -0.17 -1.358
N -4.70 3.55 -2.16 -0.310
C -5.89 2.69 -2.34 -0.810
C -3.63 3.12 -3.10 -0.849
N -2.82 4.34 -0.44 0.435
C -3.10 5.78 -0.65 -1.134
C -1.86 4.09 0.65 -0.422
H -4.98 5.22 2.02 0.546
H -4.50 3.40 1.93 -0.325
H -6.18 3.97 2.24 0.595
H -6.28 5.33 -1.25 0.399
H -6.33 6.02 0.37 0.392
H -7.43 4.73 -0.21 0.235
H -6.68 2.96 -1.59 0.118
H -6.31 2.92 -3.31 0.427
H -5.53 1.64 -2.20 0.111
H -3.98 3.35 -4.08 0.580
H -2.79 3.79 -2.86 0.263
H -3.37 2.03 -3.04 0.060
H -2.14 6.29 -0.86 0.332
H -3.73 5.96 -1.53 0.356
H -3.54 6.18 0.24 0.247
H -2.27 4.56 1.53 0.232
H -0.81 4.40 0.53 0.302
H -1.87 3.00 0.87 -0.372
O -1.64 2.10 3.43 -0.012
P -0.81 0.97 3.93 -0.419
N -0.49 0.95 5.65 0.378
C -1.64 1.32 6.46 -0.802
C 0.83 1.47 6.16 -1.484
N 0.75 0.90 3.37 1.028
C 1.46 -0.39 3.33 -0.720
C 1.49 2.11 2.86 -0.649
N -1.59 -0.51 3.84 1.172
C -2.17 -1.03 2.65 0.011
C -1.37 -1.64 4.79 -1.089
H -2.52 1.03 5.89 -0.045
H -1.71 2.32 6.86 0.312
H -1.64 0.58 7.26 0.438
H 1.14 2.40 5.83 0.332
H 1.54 0.74 5.99 0.324
H 0.73 1.44 7.21 0.550
H 2.44 -0.34 3.80 0.527
H 0.85 -1.09 3.92 0.491
H 1.51 -0.74 2.32 -0.521
H 2.03 1.93 1.93 -0.411
H 0.83 2.88 2.60 0.393
H 2.27 2.47 3.59 0.305
H -1.43 -1.60 2.09 -0.364
H -3.07 -1.67 2.85 0.318
H -2.45 -0.20 2.01 -0.563
H -0.83 -2.45 4.30 0.119
H -2.39 -2.07 5.07 0.272
H -0.90 -1.24 5.71 0.364
C -0.93 1.61 -2.22 -0.222
C -0.74 0.43 -1.35 1.033
O -1.16 -0.66 -1.62 -0.192
C -0.12 0.70 0.05 1.004
H -1.77 2.15 -1.67 0.025
H -1.30 1.27 -3.16 0.277
H -0.07 2.31 -2.29 -0.966
H 0.58 1.49 0.04 -0.281
H 0.14 -0.24 0.46 -0.803
H -0.95 1.17 0.50 -0.155
```

The total energy comes out at -512921.2109 eV. For the HOMO energy, the calculation gives -8.142 eV.


(2)
Below is C67H47AlCl4N5OSTe as an isolated structure, with properties calculated with wB97M-V/def2-TZVPD.

Geometry as XYZ:
```
127
Properties=species:S:1:pos:R:3:mulliken_charge:R:1
Al 0.75 -1.98 0.85 0.368
Cl -2.13 -5.40 -7.64 -0.276
C -1.61 -4.69 -6.12 0.458
C -0.29 -4.81 -5.73 -1.068
C 0.11 -4.25 -4.53 0.148
C -0.78 -3.57 -3.71 -0.687
C -2.11 -3.48 -4.12 0.392
C -2.53 -4.03 -5.33 -1.077
C -0.32 -2.97 -2.43 1.317
C -0.37 -1.59 -2.31 0.121
C -1.08 -0.64 -3.07 -1.873
C -0.47 0.67 -2.99 -1.236
C 1.48 0.00 -1.69 0.474
C 2.62 0.39 -0.80 0.113
C 3.35 1.55 -1.38 0.033
C 2.71 2.78 -1.55 0.835
C 3.35 3.86 -2.14 -1.298
C 4.66 3.71 -2.55 0.092
Cl 5.49 5.06 -3.29 -0.286
C 5.33 2.51 -2.40 -0.969
C 4.66 1.44 -1.83 -0.178
C 3.08 -0.19 0.33 0.837
N 2.50 -1.20 1.10 0.502
C 3.08 -1.08 2.37 0.297
C 2.60 -1.54 3.56 1.279
C 3.30 -1.19 4.82 -0.753
C 3.26 0.10 5.34 0.094
C 3.91 0.42 6.52 -0.953
C 4.61 -0.56 7.19 0.406
Cl 5.43 -0.16 8.69 -0.261
C 4.66 -1.86 6.71 -0.945
C 4.01 -2.16 5.53 0.130
C 1.45 -2.36 3.68 -0.151
C 0.89 -2.91 4.83 -1.022
C -0.07 -3.82 4.43 -1.379
C -0.07 -3.82 3.02 -0.460
N 0.81 -2.86 2.57 0.168
C -0.66 -4.74 2.13 1.298
C -0.46 -4.67 0.74 0.093
C -0.70 -5.72 -0.16 -1.545
C -0.50 -5.23 -1.44 -1.146
C -0.18 -3.87 -1.32 0.555
N -0.05 -3.53 0.02 0.260
C -1.40 -5.90 2.67 -0.307
C -0.87 -6.71 3.67 -0.333
C -1.57 -7.80 4.17 -0.913
C -2.82 -8.09 3.66 0.421
Cl -3.71 -9.47 4.28 -0.274
C -3.38 -7.31 2.66 -0.904
C -2.67 -6.23 2.17 -0.053
C 4.22 -0.18 2.29 -1.831
C 4.22 0.36 1.07 -1.451
N 0.43 -1.04 -1.17 0.058
H 0.42 -5.33 -6.37 0.392
H 1.15 -4.32 -4.22 0.365
H -2.82 -2.98 -3.49 0.570
H -3.56 -3.96 -5.64 0.390
H -1.71 -0.95 -3.89 0.496
H 0.07 1.03 -3.86 0.519
H 1.67 2.90 -1.25 -0.074
H 2.84 4.80 -2.27 0.630
H 6.35 2.40 -2.74 0.403
H 5.16 0.48 -1.74 0.532
H 2.70 0.85 4.80 0.544
H 3.87 1.43 6.92 0.389
H 5.21 -2.62 7.26 0.383
H 4.04 -3.17 5.14 0.437
H 1.20 -2.69 5.84 0.532
H -0.68 -4.45 5.05 0.653
H -1.00 -6.72 0.11 0.546
H -0.67 -5.75 -2.37 0.515
H 0.12 -6.49 4.06 0.547
H -1.14 -8.42 4.95 0.384
H -4.36 -7.55 2.27 0.395
H -3.10 -5.61 1.40 0.498
H 4.88 0.04 3.11 0.501
H 4.89 1.12 0.70 0.437
C -7.53 6.89 1.70 -1.491
C -6.40 6.06 1.17 0.700
C -6.51 5.41 -0.05 -0.972
C -5.48 4.62 -0.56 1.032
C -5.69 3.95 -1.89 -1.635
C -4.30 4.47 0.18 -0.067
Te -2.77 3.16 -0.52 0.673
N -0.48 0.02 -0.69 -0.626
C 0.16 0.85 -1.70 2.106
O -0.57 1.96 -2.12 -0.650
C 2.13 -0.44 -2.98 0.086
C 2.60 -1.75 -3.06 -0.455
C 3.31 -2.18 -4.17 -0.797
C 3.57 -1.31 -5.21 -0.843
C 3.14 0.01 -5.13 -1.144
C 2.42 0.44 -4.02 0.386
C -1.32 4.68 -0.81 0.136
C -1.60 5.65 -1.77 -0.685
C -0.69 6.65 -2.06 -0.781
C 0.53 6.67 -1.41 -0.492
C 0.82 5.70 -0.46 -0.472
C -0.10 4.70 -0.13 1.495
C 0.31 3.71 0.92 -1.786
C -4.18 5.11 1.42 0.911
C -2.95 4.97 2.27 -1.277
C -5.23 5.90 1.89 -0.950
H -8.32 7.01 0.96 0.344
H -7.19 7.89 1.99 0.339
H -7.97 6.44 2.60 0.303
H -7.42 5.52 -0.64 0.226
H -6.58 4.35 -2.38 0.365
H -5.82 2.87 -1.79 0.310
H -4.83 4.09 -2.55 0.327
H 2.41 -2.43 -2.24 0.483
H 3.66 -3.20 -4.21 0.457
H 4.13 -1.65 -6.08 0.380
H 3.35 0.71 -5.93 0.450
H 2.12 1.47 -3.96 0.466
H -2.55 5.62 -2.29 0.363
H -0.93 7.39 -2.82 0.380
H 1.27 7.43 -1.64 0.396
H 1.78 5.72 0.05 0.410
H 0.48 4.22 1.87 0.602
H 1.24 3.20 0.65 0.281
H -0.44 2.93 1.08 0.039
H -2.77 3.93 2.54 0.307
H -3.04 5.56 3.18 0.364
H -2.06 5.31 1.73 0.086
H -5.12 6.40 2.85 0.299
S -0.34 0.09 1.07 -0.480
```

The total energy comes out at -154556.4325 eV. The spin multiplicity is 2. Its total charge is -2. As for the energy relative to the best compared isomer or geometry (same formula, charge and spin): 0.557 eV. For the HOMO energy (alpha / beta), the calculation gives -0.187 / -0.870 eV.